Formula: C4H2N2O4S
Source: the OMol25 dataset
Level of theory: ωB97M-V/def2-TZVPD

Computed properties:
**E_LUMO**: 6.22 eV
**E**: -962.26996 a.u.

Geometry as ORCA input:
```
! wB97M-V def2-TZVPD RIJCOSX def2/J DEFGRID3
* xyz -2 1
C 1.034 -0.714 0.801
C 0.503 0.494 0.350
C 0.554 -2.023 0.504
C -1.125 -1.372 -1.108
N -0.491 -2.156 -0.394
N -0.502 0.757 -0.394
O 0.371 3.182 -0.781
O 1.158 -3.075 0.794
O -1.855 -1.185 -2.008
O -1.521 2.712 0.677
S -0.950 2.394 -0.631
H 1.806 -0.466 1.550
H 1.017 1.452 0.641
*
```